(1)
Computed, not measured: a molecular structure, C34H44N6O3ReS4Si, with ωB97M-V/def2-TZVPD.

XYZ file:
```
93
C34H44N6O3ReS4Si (ωB97M-V/def2-TZVPD)
Re -0.265 -0.596 -1.484
S -0.548 -0.193 -3.897
C -0.194 1.517 -3.988
C 0.225 2.072 -5.200
C 0.462 3.432 -5.321
C 0.951 3.965 -6.571
N 1.349 4.372 -7.571
C 0.238 4.276 -4.223
C -0.169 3.726 -3.015
C -0.347 2.353 -2.877
S -0.767 1.711 -1.293
C 0.439 5.702 -4.327
N 0.591 6.841 -4.386
H 0.373 1.424 -6.054
H -0.344 4.378 -2.165
N -2.517 -0.872 -1.338
N -2.924 -1.719 -0.290
C -2.445 -2.976 -0.401
N -2.649 -3.756 0.668
S -1.662 -3.488 -1.791
H -3.046 -0.012 -1.273
H -2.747 -1.339 -2.212
H -2.834 -1.242 0.612
H -2.934 -3.361 1.552
H -2.256 -4.679 0.655
N 1.297 -1.398 -1.908
C 2.406 -1.690 -2.489
C 3.509 -0.689 -2.391
C 4.807 -1.078 -2.065
C 5.806 -0.124 -1.928
C 5.519 1.220 -2.128
C 4.223 1.613 -2.447
C 3.221 0.663 -2.570
C 2.537 -2.927 -3.284
C 3.566 -3.083 -4.217
C 3.599 -4.198 -5.043
C 2.604 -5.162 -4.955
C 1.578 -5.014 -4.027
C 1.546 -3.908 -3.198
H 5.028 -2.127 -1.901
H 6.812 -0.432 -1.668
H 6.302 1.963 -2.027
H 3.995 2.661 -2.602
H 2.210 0.963 -2.826
H 4.321 -2.314 -4.323
H 4.402 -4.308 -5.762
H 2.622 -6.020 -5.614
H 0.799 -5.763 -3.954
H 0.751 -3.789 -2.475
C -0.920 -1.137 5.931
C -0.508 -1.459 4.505
C 0.973 -1.803 4.437
C -1.353 -2.603 3.950
O -0.724 -0.256 3.745
Si -1.102 0.143 2.215
S -0.128 -1.173 0.876
O -2.710 -0.094 1.871
C -3.916 0.544 2.373
C -3.644 1.362 3.633
C -4.901 -0.573 2.673
C -4.433 1.447 1.260
O -0.812 1.736 2.059
C 0.259 2.566 2.579
C 1.593 1.833 2.469
C 0.288 3.832 1.735
C -0.058 2.920 4.030
H -0.734 -1.989 6.590
H -1.984 -0.888 5.971
H -0.350 -0.279 6.295
H 1.174 -2.731 4.978
H 1.566 -1.002 4.884
H 1.279 -1.926 3.394
H -1.212 -3.503 4.553
H -1.064 -2.819 2.918
H -2.414 -2.329 3.971
H -3.166 0.741 4.395
H -4.581 1.752 4.035
H -2.979 2.196 3.405
H -4.532 -1.194 3.494
H -5.047 -1.203 1.789
H -5.869 -0.155 2.962
H -3.634 2.121 0.936
H -5.275 2.047 1.616
H -4.773 0.853 0.404
H 1.717 1.438 1.457
H 1.639 0.998 3.175
H 2.419 2.519 2.681
H 0.709 3.630 0.748
H 0.897 4.593 2.231
H -0.726 4.218 1.609
H -0.218 2.014 4.615
H -0.960 3.538 4.080
H 0.772 3.484 4.465
```

Results
Highest occupied orbital energy (spin up / spin down): -7.523 / -7.724 eV
Gap between HOMO and LUMO (spin up / spin down): 6.150 / 6.147 eV
ΔE to the lowest compared entry with this formula, charge and spin: 164.6 kJ/mol
Multiplicity: 2

(2)
Computed, not measured: a molecular structure, C34H44N8OP2PdS2, with ωB97M-V/def2-TZVPD.

XYZ file:
```
92
C34H44N8OP2PdS2 (ωB97M-V/def2-TZVPD)
Pd 0.584 0.508 0.052
C 1.468 -0.468 3.724
C 1.319 -1.836 3.059
C 2.692 -2.438 2.751
P 0.325 -1.712 1.528
C -0.097 -3.457 0.965
C 0.732 -4.048 -0.170
C -0.204 -4.427 2.141
C -1.354 -1.214 2.012
C -1.957 -1.336 3.253
C -3.313 -1.056 3.397
C -4.072 -0.679 2.294
C -3.487 -0.568 1.041
C -2.127 -0.820 0.909
N -1.412 -0.612 -0.283
C -1.763 -1.160 -1.474
C -2.722 -2.188 -1.598
C -2.951 -2.769 -2.828
C -2.248 -2.336 -3.951
C -1.316 -1.304 -3.843
C -1.056 -0.711 -2.622
P 0.009 0.734 -2.367
C -1.164 2.136 -2.651
C -2.115 2.274 -1.457
C -2.015 2.027 -3.922
C 1.375 0.828 -3.598
C 2.098 -0.511 -3.737
C 1.083 1.437 -4.971
H 2.120 -0.560 4.593
H 0.511 -0.061 4.053
H 1.929 0.247 3.033
H 0.782 -2.507 3.735
H 3.304 -1.728 2.191
H 2.639 -3.362 2.176
H 3.212 -2.659 3.683
H -1.108 -3.307 0.579
H 1.764 -4.236 0.126
H 0.714 -3.416 -1.063
H 0.303 -5.007 -0.462
H 0.767 -4.638 2.589
H -0.610 -5.373 1.784
H -0.873 -4.062 2.921
H -1.381 -1.653 4.113
H -3.782 -1.147 4.367
H -5.124 -0.461 2.411
H -4.066 -0.233 0.189
H -3.249 -2.540 -0.722
H -3.673 -3.569 -2.918
H -2.432 -2.793 -4.913
H -0.804 -0.963 -4.733
H -0.504 3.009 -2.721
H -2.888 1.504 -1.487
H -2.627 3.236 -1.479
H -1.605 2.139 -0.501
H -2.737 1.216 -3.825
H -1.445 1.863 -4.829
H -2.580 2.951 -4.053
H 2.054 1.517 -3.079
H 1.455 -1.283 -4.159
H 2.477 -0.873 -2.784
H 2.947 -0.393 -4.410
H 0.459 0.793 -5.591
H 2.033 1.559 -5.494
H 0.620 2.419 -4.916
N -0.153 4.242 0.469
C 1.148 3.848 0.514
N 1.573 2.632 0.261
C 2.959 2.577 0.394
C 3.551 3.724 0.779
S 2.373 4.962 0.967
C 3.634 1.311 0.093
C 4.962 1.100 0.022
S 5.275 -0.546 -0.378
C 3.586 -0.843 -0.430
N 2.837 0.203 -0.170
N 3.096 -2.069 -0.694
H -0.783 3.686 -0.090
H -0.345 5.231 0.476
H 4.593 3.914 0.964
H 5.767 1.799 0.161
H 3.698 -2.804 -1.023
H 2.105 -2.169 -0.848
N 0.061 2.782 3.911
C -0.783 2.397 2.942
O -0.535 1.583 2.070
C -2.151 3.014 2.988
C -3.113 2.612 2.044
N -3.904 2.284 1.271
C -2.483 3.974 3.959
N -2.685 4.794 4.746
H 0.986 2.383 3.920
H -0.184 3.448 4.626
```

Results
Highest occupied orbital energy (spin up / spin down): -13.044 / -13.086 eV
Gap between HOMO and LUMO (spin up / spin down): 8.706 / 5.311 eV
ΔE to the lowest compared entry with this formula, charge and spin: 14.1 kJ/mol
Charge: +2
Multiplicity: 5

(3)
Computed, not measured: a molecular structure, C34H44N8PS2Ti, with ωB97M-V/def2-TZVPD.

XYZ file:
```
90
C34H44N8PS2Ti (ωB97M-V/def2-TZVPD)
Ti -0.207 -0.629 -1.086
N -0.870 -5.106 -1.190
C -0.587 -3.818 -1.425
S -1.307 -2.649 -0.360
N 0.164 -3.528 -2.453
N 0.416 -2.200 -2.542
C 0.916 -1.798 -3.651
C 1.341 -0.415 -3.720
C 2.016 0.119 -4.804
C 2.532 1.403 -4.697
C 2.376 2.092 -3.508
C 1.667 1.494 -2.478
N 1.136 0.282 -2.587
H -1.535 -5.359 -0.483
H -0.580 -5.794 -1.865
H 1.059 -2.482 -4.480
H 2.148 -0.471 -5.700
H 3.070 1.845 -5.525
H 2.790 3.080 -3.367
H 1.540 1.993 -1.527
C -1.594 0.957 2.734
C -2.122 1.809 1.590
C -2.368 3.237 2.078
P -1.001 1.692 0.111
C -1.603 3.105 -0.923
C -3.070 2.878 -1.299
C -0.781 3.405 -2.170
C 0.626 2.072 0.798
C 1.037 3.295 1.320
C 2.235 3.424 2.012
C 2.686 4.750 2.557
C 3.008 2.279 2.192
C 2.638 1.054 1.664
C 1.451 0.941 0.937
N 1.076 -0.249 0.286
C 1.859 -1.440 0.535
C 1.482 -2.305 1.578
C 0.368 -1.960 2.514
C 2.182 -3.488 1.757
C 3.261 -3.836 0.954
C 3.978 -5.142 1.139
C 3.674 -2.927 -0.007
C 3.009 -1.725 -0.222
C 3.626 -0.750 -1.190
H -2.319 0.965 3.551
H -0.650 1.349 3.121
H -1.452 -0.071 2.422
H -3.061 1.374 1.248
H -1.440 3.722 2.388
H -3.011 3.190 2.959
H -2.871 3.868 1.347
H -1.544 3.981 -0.271
H -3.161 2.068 -2.022
H -3.464 3.785 -1.761
H -3.701 2.641 -0.443
H -0.756 2.550 -2.847
H 0.237 3.708 -1.927
H -1.246 4.235 -2.707
H 0.411 4.171 1.190
H 1.902 5.502 2.467
H 3.563 5.116 2.021
H 2.958 4.670 3.610
H 3.934 2.348 2.752
H 3.272 0.187 1.803
H -0.565 -1.813 1.970
H 0.588 -1.039 3.060
H 0.215 -2.759 3.237
H 1.877 -4.157 2.553
H 3.657 -5.646 2.049
H 5.057 -4.995 1.191
H 3.781 -5.809 0.298
H 4.557 -3.142 -0.599
H 4.711 -0.810 -1.110
H 3.333 0.274 -0.972
H 3.371 -0.974 -2.226
S -3.267 -0.450 -4.537
C -2.326 -0.236 -3.283
N -1.624 -0.045 -2.344
C -3.736 -2.012 3.122
C -4.228 -1.481 1.821
N -3.495 -0.952 0.868
C -4.368 -0.625 -0.147
C -5.640 -0.954 0.202
N -5.538 -1.499 1.460
H -2.650 -1.968 3.136
H -4.038 -3.051 3.264
H -4.116 -1.432 3.964
H -4.026 -0.192 -1.072
H -6.579 -0.863 -0.314
H -6.294 -1.860 2.015
```

Results
Highest occupied orbital energy: -10.476 eV
Gap between HOMO and LUMO: 6.711 eV
ΔE to the lowest compared entry with this formula, charge and spin: 18.7 kJ/mol
Charge: +1

(4)
Computed, not measured: 4 unconnected molecules or ions with the total composition C34H45B2INO15PS, with ωB97M-V/def2-TZVPD.

XYZ file:
```
100
C34H45B2INO15PS (ωB97M-V/def2-TZVPD)
C 4.329 5.294 0.794
C 4.225 3.992 0.958
C 4.047 2.412 1.312
C 2.472 1.993 1.425
C 1.740 1.822 2.842
C 2.636 2.042 4.156
C 3.076 3.569 4.438
C 1.869 4.557 4.865
O 1.625 5.536 3.810
C 0.180 5.732 3.742
C 0.181 1.448 2.862
B -0.592 1.321 4.323
C -1.532 2.565 4.828
O -0.416 0.125 5.124
C -0.634 1.198 1.506
C 0.107 1.369 0.093
C 1.647 1.788 0.066
B 2.458 2.031 -1.359
O 2.947 3.315 -1.804
N 2.677 0.857 -2.297
C 4.129 0.480 -2.394
C 2.350 1.445 -3.670
C -0.785 1.140 -1.237
O -0.381 0.605 -2.310
C -2.346 1.610 -1.092
P -3.318 2.315 -2.590
S -3.157 1.098 -4.140
C -3.017 1.458 0.194
C -4.552 1.845 0.483
C -5.458 0.514 0.192
O -6.576 0.424 0.817
I -4.817 -1.044 -1.237
C -2.185 0.818 1.446
O -2.813 0.046 2.237
H 4.440 6.416 1.063
H 4.603 2.281 2.326
H 4.629 1.729 0.563
H 3.619 1.435 3.983
H 2.187 1.628 5.129
H 3.799 3.532 5.355
H 3.669 4.071 3.593
H 2.249 5.172 5.784
H 0.933 3.998 5.228
H -0.269 4.763 3.296
H -0.206 5.906 4.813
H 0.006 6.644 3.040
H -1.028 3.135 5.711
H -1.744 3.347 3.992
H -2.564 2.196 5.203
H -0.056 0.466 5.992
H 2.538 4.026 -1.242
H 4.760 1.446 -2.413
H 4.417 -0.209 -1.501
H 4.255 -0.078 -3.408
H 1.439 2.156 -3.639
H 2.052 0.555 -4.356
H 3.284 1.928 -4.157
H -4.735 2.306 -2.253
H -2.854 3.607 -2.999
H -4.636 2.193 1.592
H -4.869 2.741 -0.173
C 7.872 0.011 4.251
C 7.985 -0.204 2.757
C 9.238 0.361 2.156
O 8.843 0.608 0.812
C 7.496 0.826 0.838
O 6.858 1.244 -0.089
O 6.972 0.511 2.059
H 6.884 -0.294 4.605
H 8.631 -0.563 4.789
H 7.984 1.068 4.508
H 7.869 -1.268 2.521
H 10.074 -0.340 2.191
H 9.549 1.311 2.604
C -7.903 -3.624 -2.834
C -7.307 -4.377 -4.004
C -6.847 -3.493 -5.124
O -6.944 -4.358 -6.250
C -7.921 -5.266 -5.958
O -8.395 -6.032 -6.752
O -8.289 -5.184 -4.646
H -8.345 -4.321 -2.117
H -7.142 -3.029 -2.323
H -8.708 -2.959 -3.159
H -6.505 -5.038 -3.655
H -5.820 -3.146 -4.989
H -7.498 -2.629 -5.295
C -2.431 -8.444 -2.602
C -3.327 -7.428 -3.278
C -2.923 -7.106 -4.686
O -3.438 -5.791 -4.853
C -3.470 -5.226 -3.611
O -3.677 -4.062 -3.399
O -3.231 -6.158 -2.644
H -2.687 -8.531 -1.542
H -2.527 -9.426 -3.070
H -1.382 -8.136 -2.645
H -4.372 -7.754 -3.223
H -3.362 -7.789 -5.415
H -1.838 -7.073 -4.834
```

Results
Highest occupied orbital energy: -8.262 eV
Gap between HOMO and LUMO: 6.671 eV
Structure (SMILES): C#CCc1c(CCCOC)c(B(C)O)c2c(c1B(O)N(C)C)C(=O)C([PH2]=S)=C(CC(=O)I)C2=O.C[C@@H]1COC(=O)O1.C[C@@H]1COC(=O)O1.C[C@@H]1COC(=O)O1

(5)
Computed, not measured: a molecular structure, C34H45BN14O5SW, with ωB97M-V/def2-TZVPD.

XYZ file:
```
101
C34H45BN14O5SW (ωB97M-V/def2-TZVPD)
W -0.136 -0.334 -0.311
C 2.124 4.686 2.921
N 1.277 3.596 2.504
C -0.101 2.532 4.358
C 1.904 2.434 1.915
O 1.184 0.144 2.321
C 2.159 2.790 0.392
O 2.106 1.722 -0.549
C 3.295 0.957 -0.692
C 3.074 -0.365 0.029
O 1.872 -0.682 0.243
N 4.062 -1.150 0.423
C 5.481 -0.929 0.306
C 4.326 -3.463 0.961
H 2.481 4.565 3.947
H 2.980 4.765 2.260
H 1.560 5.615 2.858
H 0.649 2.786 5.098
H -1.079 2.629 4.820
H 0.033 1.497 4.065
H 1.371 3.480 0.075
H 3.119 3.310 0.312
H 3.426 0.741 -1.762
H 4.166 1.515 -0.336
H 5.682 0.092 0.003
H 5.947 -1.112 1.276
H 5.918 -1.606 -0.428
H 3.819 -4.162 1.623
H 4.226 -3.795 -0.075
H 5.376 -3.414 1.250
C 0.607 0.948 -3.365
C -0.489 1.668 -2.669
C -1.285 2.727 -3.113
C -2.154 2.987 -2.072
N -1.886 2.139 -1.066
N -0.860 1.326 -1.423
B -2.457 2.066 0.355
N -2.911 0.652 0.701
C -4.040 0.242 1.310
C -3.882 -1.068 1.698
C -2.593 -1.422 1.300
C -1.858 -2.686 1.545
N -2.019 -0.383 0.676
N -1.134 2.293 1.280
C -1.115 3.199 2.201
C -0.007 3.504 3.164
C 0.935 1.252 1.881
C 3.190 2.006 2.634
N -0.185 1.360 1.085
N -3.475 3.124 0.608
C -3.323 4.485 0.493
C -4.487 5.079 0.886
C -5.351 4.005 1.234
C -6.746 4.061 1.706
N -4.716 2.867 1.061
H 0.286 0.638 -4.359
H 0.927 0.060 -2.791
H 1.463 1.609 -3.500
H -1.231 3.240 -4.051
H -2.940 3.713 -2.009
H -4.860 0.925 1.428
H -4.593 -1.680 2.210
H -2.217 -3.135 2.469
H -0.783 -2.482 1.631
H -2.032 -3.403 0.741
H -2.028 3.757 2.328
H -0.200 4.507 3.554
H 3.044 2.047 3.710
H 4.032 2.641 2.375
H 3.424 0.975 2.386
H -2.403 4.921 0.158
H -4.721 6.122 0.915
H -6.786 4.395 2.743
H -7.216 3.084 1.636
H -7.308 4.779 1.115
N 1.054 -8.223 -3.467
C 1.175 -6.994 -2.951
C 0.513 -6.658 -1.744
C 0.661 -5.410 -1.198
C 1.414 -4.440 -1.865
C 2.086 -4.757 -3.042
C 1.974 -6.013 -3.587
S 1.704 -2.869 -1.028
O 1.994 -1.842 -2.059
O 3.649 -2.240 1.191
N 0.110 -2.410 -0.641
C -0.714 -2.415 -1.710
N -1.387 -1.221 -1.781
C -2.328 -1.107 -2.738
C -2.550 -2.135 -3.637
C -1.750 -3.267 -3.531
N -0.839 -3.396 -2.573
H 0.489 -8.925 -3.014
H 1.579 -8.501 -4.282
H -0.094 -7.405 -1.257
H 0.181 -5.157 -0.266
H 2.689 -4.003 -3.522
H 2.493 -6.266 -4.499
H -2.885 -0.178 -2.781
H -3.304 -2.058 -4.401
H -1.829 -4.097 -4.216
```

Results
Highest occupied orbital energy (spin up / spin down): -14.028 / -14.257 eV
Gap between HOMO and LUMO (spin up / spin down): 2.940 / 4.021 eV
ΔE to the lowest compared entry with this formula, charge and spin: 279.4 kJ/mol
Charge: +3
Multiplicity: 2